--- one ---
{
  "formula": "HNO3S",
  "method": "wB97M-V/def2-TZVPD",
  "orbital_gap_ev": [8.0, 8.0],
  "symbols": ["N", "O", "O", "O", "S", "H"],
  "xyz": [[0.1326, -2.0692, 0.4716], [2.3815, -0.2076, -0.9303], [0.6707, 0.9464, 0.6948], [-0.4875, -1.9451, -0.5177], [1.8399, -0.1963, 0.4159], [-0.1895, 0.6102, 0.2174]],
  "nbo_charge": [0.182, -0.830, -0.884, -0.208, 1.250, 0.490]
}

--- two ---
{
  "formula": "HNO3S",
  "method": "wB97M-V/def2-TZVPD",
  "orbital_gap_ev": 10.4,
  "smiles": "O=S1(=O)NO1",
  "symbols": ["O", "S", "O", "N", "O", "H"],
  "xyz": [[2.0952, -0.4762, 0.6297], [0.4790, 0.1585, 0.0404], [0.4091, 1.5580, -0.2115], [-0.9651, -0.5872, 0.3353], [-0.3116, -0.7495, -0.9855], [-1.7066, 0.0964, 0.1916]],
  "nbo_charge": [-0.696, 2.151, -0.835, -0.481, -0.512, 0.373]
}

--- three ---
{
  "formula": "HNO3S",
  "method": "wB97M-V/def2-TZVPD",
  "orbital_gap_ev": 8.4,
  "symbols": ["N", "O", "O", "O", "S", "H"],
  "xyz": [[-1.0661, -0.3872, -0.0576], [-0.4018, -1.3114, 0.2253], [-2.1910, -0.1667, -0.3128], [1.4921, 0.5276, 0.4735], [0.3090, 1.4506, -0.1763], [1.8578, -0.1129, -0.1521]],
  "nbo_charge": [0.527, -0.299, -0.298, -0.818, 0.392, 0.495]
}

--- four ---
{
  "formula": "HNO3S",
  "method": "wB97M-V/def2-TZVPD",
  "orbital_gap_ev": 10.2,
  "symbols": ["N", "O", "O", "O", "S", "H"],
  "xyz": [[-2.6055, -0.0958, 0.4308], [-1.7349, 0.2210, -0.6745], [-3.7128, -0.2130, 0.0715], [-0.4232, 2.1018, 0.2447], [-0.1356, 0.8027, -0.3170], [0.0128, -0.2875, 0.7121]],
  "nbo_charge": [0.384, -0.617, -0.221, -0.884, 1.341, -0.002]
}

Energy relative to the most stable one, in hartree: one 0.0000; two 0.0958; three 0.0322; four 0.0231

--- one ---
{
  "formula": "C5H10ClN",
  "method": "wB97M-V/def2-TZVPD",
  "orbital_gap_ev": 9.4,
  "symbols": ["C", "C", "C", "C", "C", "H", "H", "H", "H", "H", "H", "H", "H", "H", "H", "N", "Cl"],
  "xyz": [[0.0089, 1.7194, -0.2835], [0.2727, 0.3920, -0.1015], [1.7049, -0.2670, -0.3505], [-0.7115, -0.5643, 0.2719], [-2.0825, -0.2272, 0.7904], [0.8589, 2.2814, -0.9911], [0.0759, 2.4146, 0.9186], [-1.1765, 2.0197, -0.7329], [2.5147, 0.3724, 0.1045], [1.9228, -0.4381, -1.6644], [1.1186, -1.6902, 0.8224], [1.5525, -2.2043, -0.9493], [-0.5388, -1.6789, 0.1503], [-2.1673, 0.9054, 0.9311], [-2.3800, -0.6598, 1.6824], [2.0651, -1.6783, -0.0267], [-3.0384, -0.6967, -0.5717]],
  "nbo_charge": [-0.650, -0.089, -0.231, -0.220, -0.428, 0.253, 0.222, 0.247, 0.204, 0.174, 0.337, 0.341, 0.218, 0.217, 0.223, -0.787, -0.030]
}

--- two ---
{
  "formula": "C5H10ClN",
  "method": "wB97M-V/def2-TZVPD",
  "orbital_gap_ev": 11.2,
  "smiles": "[H]/N=C(\\Cl)CC(C)C",
  "symbols": ["H", "N", "C", "Cl", "C", "C", "C", "C", "H", "H", "H", "H", "H", "H", "H", "H", "H"],
  "xyz": [[-3.0712, 1.2165, -0.7695], [-2.4034, 0.8305, -0.1528], [-1.3176, 1.3317, 0.1035], [-0.7323, 2.8801, -0.5472], [-0.3530, 0.5797, 0.9286], [0.1268, -0.6443, 0.1535], [1.3471, -1.3044, 0.8257], [0.5028, -0.2702, -1.3554], [-0.6988, 0.3403, 2.0213], [0.5411, 1.2409, 1.0517], [-0.7491, -1.5023, 0.0631], [2.2525, -0.5126, 0.8830], [1.7584, -2.1357, 0.2994], [1.0926, -1.6555, 1.8669], [1.3001, 0.5367, -1.6978], [0.7690, -1.2081, -1.8985], [-0.3651, 0.2766, -1.7756]],
  "nbo_charge": [0.369, -0.629, 0.323, -0.078, -0.502, -0.198, -0.606, -0.645, 0.249, 0.223, 0.220, 0.198, 0.215, 0.209, 0.220, 0.219, 0.213]
}

Energy relative to the most stable one, in hartree: one 0.1698; two 0.0000